(1)
Density functional theory data (wB97M-V/def2-TZVPD) for C21H14BrIrN3O4S as an isolated structure.

Structure (XYZ):
```
45
Properties=species:S:1:pos:R:3:forces:R:3:mulliken_spin:R:1
Ir -0.180 1.805 -0.938 0.4394 -0.3097 -0.7670 2.86
O -6.596 -1.196 1.596 -0.0080 -0.0367 0.0194 0.00
C -5.649 -0.967 2.519 -0.0251 0.0583 0.0092 0.00
O -5.832 -1.261 3.662 0.0121 -0.0192 0.0005 0.00
C -4.359 -0.322 2.072 0.0020 -0.0320 -0.0439 -0.01
C -4.032 -0.038 0.752 -0.0263 -0.0035 0.0556 0.03
C -2.816 0.550 0.447 0.0830 0.0008 -0.0877 0.04
C -1.907 0.842 1.452 -0.0754 0.0091 0.0515 -0.06
C -2.236 0.579 2.779 0.0494 0.0566 0.0055 -0.01
C -3.451 -0.003 3.078 0.0055 -0.0013 0.0269 0.00
N -0.651 1.420 1.069 -0.1210 -0.2584 0.1480 0.06
C 0.371 1.366 1.844 0.0784 0.0065 -0.0684 0.04
C 1.643 1.957 1.430 0.0158 -0.0114 -0.0223 0.03
C 2.680 2.162 2.317 -0.0240 -0.0690 0.0347 0.02
C 3.854 2.738 1.844 0.0322 0.0132 -0.0334 -0.01
C 3.943 3.082 0.509 0.0076 -0.0321 0.0426 0.01
C 2.855 2.845 -0.322 -0.0264 -0.0582 -0.0405 0.01
N 1.740 2.293 0.133 -0.1472 0.1888 0.0975 0.12
H -6.340 -0.896 0.718 0.0141 0.0238 -0.0214 0.00
H -4.701 -0.266 -0.068 0.0102 -0.0035 -0.0114 0.00
H -2.576 0.768 -0.590 -0.0141 -0.0231 0.0057 -0.01
H -1.570 0.842 3.589 -0.0100 0.0123 0.0132 0.00
H -3.725 -0.218 4.101 -0.0027 0.0023 -0.0016 0.00
H 0.326 0.858 2.800 -0.0203 0.1182 0.0794 0.00
H 2.570 1.877 3.354 0.0187 -0.0079 -0.0014 0.00
H 4.686 2.908 2.513 -0.0058 0.0022 0.0063 0.00
H 4.842 3.521 0.102 -0.0076 0.0121 -0.0072 0.00
H 2.881 3.092 -1.376 0.0005 -0.0003 0.0006 0.01
Br 1.685 -3.514 -5.597 0.0000 -0.0012 0.0321 0.00
C 1.737 -3.400 -3.709 -0.0152 -0.0014 -0.0837 0.00
C 2.179 -4.485 -2.969 0.0003 0.0135 0.0391 0.00
C 2.219 -4.392 -1.584 -0.0007 -0.0057 -0.0043 0.00
C 1.833 -3.224 -0.949 0.0526 -0.0030 0.0058 0.00
C 1.385 -2.147 -1.705 -0.0131 0.0956 -0.0418 0.02
C 1.327 -2.232 -3.092 -0.0586 -0.0471 0.0175 0.00
C 1.000 -0.883 -1.014 0.1666 -0.2795 0.0585 0.00
O 1.392 -0.613 0.112 -0.1321 0.0872 0.0019 0.02
O 0.207 -0.098 -1.712 -0.2277 0.3571 0.2199 0.22
H 2.487 -5.392 -3.471 -0.0001 -0.0030 0.0002 0.00
H 2.559 -5.239 -1.003 0.0005 -0.0013 -0.0003 0.00
H 1.876 -3.134 0.127 0.0055 0.0072 -0.0008 0.00
H 0.965 -1.399 -3.677 0.0156 0.0047 0.0008 0.00
S 0.909 3.864 -4.946 -0.0079 -0.0160 0.0118 0.46
C 0.423 3.223 -3.613 -0.1208 0.0416 -0.0226 0.01
N 0.048 2.728 -2.583 0.0800 0.1136 0.2755 0.12
```
Positions in Å, forces in eV/Å.

The total energy comes out at -4350.1198 hartree. As for the energy relative to the best compared isomer or geometry (same formula, charge and spin): 74.9 kJ/mol. The calculation puts the strongest force on any atom at 0.9 eV Å⁻¹. As for the spin multiplicity: 5. Its charge is +1. The HOMO energy (alpha / beta) is -0.4125 / -0.4124 hartree.



(2)
Density functional theory data (wB97M-V/def2-TZVPD) for C6H12O in the gas phase.

Structure (XYZ):
```
19
Properties=species:S:1:pos:R:3:forces:R:3:nbo_charge:R:1
C -1.737 0.837 0.829 -0.0646 0.0182 -0.0105 -0.60
C -0.335 0.257 0.622 0.0241 -0.0493 0.0483 -0.22
C 0.736 1.247 1.077 0.0557 0.0228 0.0095 -0.60
C -0.174 -0.199 -0.829 -0.1329 0.0725 0.0324 -0.25
C 1.160 -0.331 -1.525 0.1601 0.0581 -0.0649 -0.44
C 0.409 -1.558 -1.140 -0.1170 0.0833 -0.2933 0.08
O 0.963 -2.290 -0.087 -0.1703 -0.1265 0.1830 -0.70
H -2.510 0.136 0.494 0.1061 0.0889 0.0433 0.21
H -1.921 1.062 1.885 0.0498 -0.0176 -0.1484 0.21
H -1.859 1.767 0.260 0.0243 -0.1228 0.0678 0.20
H -0.247 -0.627 1.273 -0.0169 0.1396 -0.0916 0.19
H 0.552 1.568 2.109 0.0178 -0.0339 -0.1481 0.21
H 0.745 2.137 0.436 -0.0191 -0.1117 0.0765 0.20
H 1.733 0.796 1.043 -0.1337 0.0827 0.0123 0.21
H -0.989 0.114 -1.481 0.1203 -0.0903 0.1030 0.21
H 1.219 -0.064 -2.577 -0.0247 -0.0505 0.1750 0.22
H 2.062 -0.130 -0.955 -0.1408 -0.0371 -0.0325 0.23
H -0.048 -2.159 -1.927 0.0597 0.0948 0.1589 0.17
H 0.241 -2.564 0.495 0.2019 -0.0212 -0.1207 0.47
```
Positions in Å, forces in eV/Å.

The total energy comes out at -311.0137 hartree. As for the energy relative to the best compared isomer or geometry (same formula, charge and spin): 119.6 kJ/mol. The calculation puts the strongest force on any atom at 0.3 eV Å⁻¹. Its SMILES is CC(C)[C@H]1C[C@H]1O. As for the spin multiplicity: 1. Its charge is 0. The HOMO energy is -0.3596 hartree.



(3)
Density functional theory data (wB97M-V/def2-TZVPD) for C13H21AgBrN4O as an isolated structure.

Structure (XYZ):
```
41
Properties=species:S:1:pos:R:3:forces:R:3:mulliken_spin:R:1
C 2.764 -2.576 0.789 0.0358 0.2458 -0.7611 0.07
C 3.294 -1.103 1.015 0.1315 -1.6999 -0.1420 0.00
N 2.548 -0.216 0.075 1.2208 1.7009 3.2055 0.67
C 1.515 0.560 0.793 -1.5364 0.2542 -0.3672 0.02
C 0.817 1.657 -0.057 -0.4270 -0.1642 0.3432 0.00
C -0.356 1.155 -0.984 -0.2326 1.7462 -1.2002 0.00
Br -0.227 -0.729 -1.532 0.2272 0.3284 0.1512 0.03
C -0.257 1.976 -2.272 -0.4215 -3.1197 4.3710 0.00
N -0.109 2.597 -3.192 0.4258 2.0357 -3.0474 0.00
C -1.810 1.413 -0.427 -0.3546 0.1097 0.3690 0.00
C -2.075 2.898 -0.250 0.9659 -3.9114 -0.5458 0.00
N -2.182 4.022 -0.236 -0.3731 2.4434 0.3066 0.00
C -2.186 0.619 0.887 -0.8984 -0.3745 -0.2300 0.00
C -3.618 -0.057 0.621 2.2192 1.2208 -1.1820 0.00
C -3.418 -1.406 -0.137 -1.2691 -0.5308 0.1663 0.00
N -4.480 -2.400 0.178 0.9504 0.3778 0.2247 0.00
C 3.593 0.640 -0.572 1.2687 -1.3792 -5.1733 -0.03
C 4.105 0.163 -1.955 -0.7595 -1.4695 0.6139 -0.01
O 3.976 1.624 -0.095 -0.4205 1.3848 2.2306 0.17
H 3.291 -2.963 -0.112 -0.3724 0.0885 0.6896 0.00
H 2.969 -3.245 1.646 -0.1545 0.5811 -0.4314 0.00
H 1.684 -2.553 0.519 0.6365 -0.1316 0.5204 0.00
H 3.204 -0.753 2.063 -0.3703 -0.1215 -0.6893 0.02
H 4.383 -1.120 0.788 -0.7413 0.2702 -0.1365 0.01
H 0.732 -0.164 1.117 0.7395 0.2893 -0.0648 0.01
H 1.931 1.017 1.721 0.0889 -0.3744 -0.7161 0.05
H 1.498 2.265 -0.681 -0.1380 -0.4723 0.4882 0.00
H 0.357 2.370 0.669 0.3716 -0.4092 -0.5082 0.00
H -2.506 1.083 -1.233 0.5520 0.2195 0.4405 0.00
H -2.201 1.286 1.771 0.0617 -0.2290 -0.5889 0.00
H -1.500 -0.227 1.102 -0.1534 0.6705 -0.2289 0.00
H -4.182 0.691 0.020 -0.0962 -0.7158 0.5634 0.00
H -4.186 -0.158 1.605 1.4456 -0.4957 -3.0775 0.00
H -3.452 -1.209 -1.235 0.0982 0.0961 0.7467 0.00
H -2.449 -1.900 0.076 -0.4350 0.6612 0.0222 0.00
H -5.229 -1.999 0.736 -0.0308 -0.2996 -0.2413 0.00
H -4.039 -3.172 0.676 -0.5818 0.0784 -0.0843 0.00
H 3.697 0.817 -2.757 0.4119 -0.1855 0.6311 0.00
H 5.209 0.083 -1.981 -0.6205 0.5250 0.0497 0.00
H 3.718 -0.869 -2.142 0.1659 0.7327 0.0632 0.01
Ag -4.824 -0.116 2.982 -1.6301 0.0238 3.2193 0.00
```
Positions in Å, forces in eV/Å.

The total energy comes out at -3522.3727 hartree. The calculation puts the strongest force on any atom at 5.5 eV Å⁻¹. As for the spin multiplicity: 2. Its charge is +2. The HOMO energy (alpha / beta) is -0.5690 / -0.5690 hartree.



(4)
Density functional theory data (wB97M-V/def2-TZVPD) for an isolated ion of composition C4H3O3 and charge -1.

Structure (XYZ):
```
10
Properties=species:S:1:pos:R:3:forces:R:3:nbo_charge:R:1
C 0.254 0.420 0.860 -1.3381 -0.8194 2.2046 0.04
C 0.188 0.501 -0.413 1.9538 -0.1364 -1.9315 0.09
C -0.882 -0.005 -1.432 1.4098 -0.1239 1.2220 0.74
C 0.194 -0.071 2.075 -0.5756 1.6474 -0.3110 -0.52
O -2.048 -0.006 -1.165 -2.6061 0.4677 0.4813 -0.70
O -0.269 -0.550 -2.369 0.5486 -0.7280 -1.3564 -0.76
O 1.436 0.515 -1.048 -0.9137 -1.5300 -0.8363 -0.75
H 0.079 -1.099 2.291 0.2359 -1.1607 -0.0926 0.19
H -0.043 0.577 2.897 0.3061 0.3598 0.5436 0.18
H 1.091 -0.282 -1.697 0.9792 2.0235 0.0762 0.49
```
Positions in Å, forces in eV/Å.

The total energy comes out at -379.9253 hartree. As for the energy relative to the best compared isomer or geometry (same formula, charge and spin): 81.0 kJ/mol. The calculation puts the strongest force on any atom at 2.8 eV Å⁻¹. Its SMILES is C=C=C(O)C(=O)[O-]. As for the spin multiplicity: 1. Its charge is -1. The HOMO energy is -0.1635 hartree.



(5)
Density functional theory data (wB97M-V/def2-TZVPD) for a 2-piece molecular cluster, C14H27BO6P overall.

Structure (XYZ):
```
49
Properties=species:S:1:pos:R:3:forces:R:3:nbo_charge:R:1
C -3.141 0.043 2.843 0.0933 0.1787 0.0887 -0.22
C -3.035 0.203 1.660 -0.0367 0.2174 0.0817 -0.03
C -2.903 0.399 0.220 -0.0073 -0.4176 0.1211 -0.50
C -1.455 0.248 -0.298 -0.1991 -0.1224 -0.1662 -0.40
C -0.903 1.547 -0.879 -0.2913 -0.1060 -0.2798 -0.71
P -0.746 2.866 0.341 0.0529 -0.2110 0.0423 0.86
C 0.706 3.950 -0.111 -0.2974 -0.1882 -0.0150 -0.28
O 1.774 3.150 -0.487 0.1412 0.1392 0.0095 -0.52
C 2.594 2.691 0.586 0.1622 -0.2395 0.1062 -0.08
C 2.602 1.175 0.611 -0.0345 -0.0180 -0.2532 -0.09
O 3.230 0.794 1.804 -0.1640 0.0126 0.0668 -0.54
C 3.207 -0.613 2.030 0.1215 -0.1101 -0.0439 -0.07
C 4.015 -1.405 1.007 0.0144 -0.0847 0.2011 -0.66
B -0.442 2.330 2.204 -0.4819 -0.2687 0.6845 0.92
O -0.708 3.344 3.074 0.6636 0.2539 -0.6732 -0.89
O 0.036 1.101 2.487 0.6248 0.5470 -0.4561 -0.88
H -3.217 -0.045 3.900 -0.0623 -0.1121 -0.0149 0.24
H -3.333 1.364 -0.061 -0.0104 0.0281 -0.0109 0.22
H -3.519 -0.356 -0.270 -0.0444 0.0592 -0.0642 0.27
H -0.797 -0.183 0.455 -0.0421 0.1349 0.1177 0.23
H -1.503 -0.455 -1.117 0.1740 -0.0774 -0.2066 0.27
H -1.604 1.895 -1.641 0.0561 0.1257 -0.0342 0.27
H 0.050 1.410 -1.391 0.1540 0.0405 0.2021 0.28
H -1.890 3.666 0.308 -0.0206 0.0956 0.0663 0.06
H 0.402 4.560 -0.960 0.0247 0.0837 -0.0019 0.24
H 0.921 4.579 0.756 -0.0051 0.1822 -0.0895 0.22
H 3.610 3.057 0.443 -0.0148 0.1143 -0.0541 0.21
H 2.245 3.075 1.551 -0.0867 0.0169 -0.0119 0.16
H 3.124 0.810 -0.280 0.0950 -0.0587 0.0545 0.18
H 1.579 0.777 0.556 -0.0359 0.0438 0.0999 0.16
H 3.625 -0.749 3.025 0.0220 0.0831 0.0383 0.20
H 2.166 -0.958 2.051 -0.0459 0.0040 0.0102 0.16
H 4.803 -0.778 0.592 0.0042 0.0071 -0.0641 0.23
H 4.505 -2.244 1.499 -0.0290 -0.0663 -0.0139 0.23
H 3.399 -1.814 0.209 0.0333 0.1237 -0.1343 0.21
H -0.045 3.509 3.754 -0.3206 -0.1327 0.3764 0.52
H 0.648 1.076 3.234 -0.2122 -0.2843 0.2101 0.52
O -1.761 -1.101 -3.329 -0.1226 0.0447 0.2174 -0.59
C -1.760 -2.255 -2.999 0.2714 0.0161 -0.2210 0.80
O -2.390 -2.693 -1.885 0.0702 0.0159 -0.0675 -0.50
C -2.113 -4.099 -1.684 -0.0752 -0.1206 0.0321 -0.07
C -1.722 -4.630 -3.058 0.0127 0.0843 -0.0282 -0.43
C -1.057 -3.407 -3.686 -0.3134 -0.2421 0.0895 -0.53
H -1.305 -4.184 -0.956 0.0243 0.0063 -0.0183 0.18
H -3.007 -4.562 -1.276 -0.0291 0.0659 0.0241 0.21
H -1.087 -5.510 -3.005 0.0350 0.0217 0.0393 0.23
H -2.618 -4.893 -3.621 -0.0083 -0.0184 0.0112 0.22
H 0.006 -3.346 -3.447 0.0166 0.0393 -0.0521 0.24
H -1.190 -3.340 -4.762 0.1234 0.0932 -0.0160 0.25
```
Positions in Å, forces in eV/Å.

The total energy comes out at -1367.0691 hartree. The calculation puts the strongest force on any atom at 1.0 eV Å⁻¹. As for the spin multiplicity: 1. Its charge is +1. The HOMO energy is -0.4662 hartree.



> The lowest strongest force on any atom belongs to which entry?

C6H12O